A cluster of 2 separate species, CH6N in total in a non-equilibrium geometry, computed with ωB97M-V/def2-TZVPD.

Last column: Mulliken charge in e.
Geometry (Å):
C1 -0.148 -0.291 -0.677  -0.59
N1 0.153 0.577 0.826  -0.57
H1 -0.669 0.585 -1.070  0.26
H2 0.580 -1.661 -1.644  0.39
H3 -0.624 -1.189 -0.061  0.32
H4 -0.500 1.450 0.516  0.44
H5 0.083 -0.369 1.352  0.41
H6 1.124 0.899 0.758  0.34

For the orbital gap, the calculation gives 10.2 eV. The HOMO energy is -16.315 eV. As for the net charge: +1. The max |F| is 0.0879 Eh/bohr.

A structure of composition C22H43Cl3O5SiZr in a non-equilibrium geometry, computed with ωB97M-V/def2-TZVPD.

Last column: Mulliken charge in e.
Geometry (Å):
C1 -0.693 0.904 -1.998  0.63
C2 -0.848 -0.515 -2.234  0.53
C3 0.466 -1.077 -2.337  0.79
C4 -2.090 -1.213 -2.654  -1.59
C5 1.409 -0.044 -2.103  0.70
C6 0.706 1.176 -1.927  0.99
C7 1.329 2.511 -1.768  -1.96
C8 -1.762 1.933 -2.064  -1.78
C9 0.770 -2.481 -2.708  -1.61
C10 2.884 -0.207 -2.042  -1.84
Zr1 -0.648 -0.344 0.565  0.60
Cl1 -3.143 -3.596 0.310  -0.89
Cl2 -3.035 -0.042 0.518  -0.56
Cl3 0.736 -2.403 0.571  -0.59
H1 -2.981 -0.618 -2.431  0.32
H2 -2.220 -2.158 -2.105  0.22
H3 -2.044 -1.416 -3.736  0.31
H4 -0.009 -3.153 -2.330  0.28
H5 1.728 -2.797 -2.280  0.36
H6 0.830 -2.592 -3.802  0.37
H7 3.137 -1.112 -1.474  0.37
H8 3.335 0.648 -1.529  0.36
H9 3.335 -0.291 -3.042  0.25
H10 2.246 2.422 -1.176  0.37
H11 0.659 3.196 -1.241  0.37
H12 1.602 2.959 -2.737  0.26
H13 -2.700 1.560 -1.640  0.35
H14 -1.935 2.241 -3.107  0.26
H15 -1.485 2.816 -1.476  0.31
O1 0.193 1.443 0.813  -0.54
H16 0.344 1.895 1.672  0.14
C11 3.866 -1.301 4.451  -1.89
C12 2.359 -1.471 4.672  1.84
C13 1.870 -2.728 3.963  -1.19
C14 2.029 -1.561 6.162  -1.45
O2 1.706 -0.308 4.085  -0.79
Si1 0.152 0.110 3.815  -0.61
O3 -0.469 -0.578 2.506  1.62
O4 -0.824 -0.224 5.056  -0.01
C15 -2.135 -0.894 5.102  2.35
C16 -2.755 -1.219 3.753  -1.73
C17 -1.944 -2.203 5.852  -1.74
C18 -3.053 0.077 5.833  -1.96
O5 0.338 1.723 3.516  0.05
C19 0.050 2.975 4.221  1.72
C20 -1.201 3.578 3.577  -1.42
C21 -0.177 2.701 5.699  -1.52
C22 1.258 3.899 4.054  -1.76
H17 4.374 -2.166 4.896  0.41
H18 4.245 -0.388 4.927  0.37
H19 4.109 -1.269 3.381  0.36
H20 2.397 -3.615 4.350  0.47
H21 0.794 -2.852 4.139  0.11
H22 2.027 -2.631 2.882  0.15
H23 2.331 -0.652 6.696  0.30
H24 0.953 -1.730 6.307  0.06
H25 2.576 -2.412 6.595  0.49
H26 -2.178 -1.949 3.171  0.36
H27 -3.748 -1.686 3.891  0.37
H28 -2.925 -0.327 3.141  0.19
H29 -1.447 -2.031 6.815  0.32
H30 -2.932 -2.661 6.018  0.45
H31 -1.336 -2.901 5.258  0.27
H32 -2.612 0.369 6.794  0.37
H33 -3.208 0.982 5.225  0.27
H34 -4.029 -0.406 5.994  0.46
H35 -2.059 2.913 3.742  0.23
H36 -1.426 4.553 4.034  0.44
H37 -1.070 3.699 2.494  0.24
H38 0.714 2.249 6.150  0.30
H39 -0.373 3.652 6.217  0.51
H40 -1.034 2.037 5.856  0.18
H41 2.143 3.472 4.544  0.35
H42 1.501 4.070 2.999  0.31
H43 1.018 4.863 4.526  0.40

For the orbital gap, the calculation gives 5.1 eV. The HOMO energy is -0.972 eV. As for the net charge: -2. The max |F| is 0.0492 Eh/bohr.

A cluster of 4 separate species, H8O4 in total in a non-equilibrium geometry, computed with ωB97M-V/def2-TZVPD.

Last column: Mulliken charge in e.
Geometry (Å):
O1 1.434 -0.249 0.700  -0.69
H1 1.123 0.604 0.342  0.34
H2 2.321 -0.228 0.424  0.29
O2 -1.316 0.091 1.119  -0.73
H3 -0.520 -0.391 1.270  0.37
H4 -1.792 -0.579 0.534  0.43
O3 -0.121 1.200 -0.950  -0.72
H5 -0.755 1.027 -0.256  0.42
H6 0.073 2.124 -0.772  0.30
O4 -0.362 -1.537 -0.909  -0.70
H7 -0.245 -0.735 -1.428  0.37
H8 0.162 -1.327 -0.074  0.32

For the orbital gap, the calculation gives 11.4 eV. As for the structure (SMILES): O.O.O.O. The HOMO energy is -10.885 eV. The max |F| is 0.0511 Eh/bohr.

A structure of composition FIn, computed with ωB97M-V/def2-TZVPD.

Last column: Mulliken charge in e.
Geometry (Å):
In1 -1.378 0.299 -0.480  1.02
F1 1.378 -0.299 0.480  -0.02

The expectation value of S² is 0.753. The spin multiplicity is 2. For the orbital gap (spin up / spin down), the calculation gives 12.0 / 8.6 eV. The HOMO energy (spin up / spin down) is -17.927 / -18.000 eV. As for the net charge: +1. The max |F| is 0.0021 Eh/bohr.

A cluster of 2 separate species, C4H9INO in total in a non-equilibrium geometry, computed with ωB97M-V/def2-TZVPD.

Last column: Mulliken charge in e.
Geometry (Å):
C1 -0.202 0.994 0.140  0.92
C2 1.075 -2.296 -0.312  -0.70
C3 1.602 -1.317 0.583  -0.68
C4 -1.520 1.033 -0.106  -0.09
N1 -2.079 2.162 -0.427  -0.39
O1 0.595 2.042 0.171  -0.49
I1 -2.718 -0.712 0.234  0.26
H1 0.392 0.087 0.294  -0.24
H2 0.071 -2.227 -0.547  0.21
H3 1.378 -3.200 0.138  0.34
H4 1.589 -2.220 -1.392  0.25
H5 2.446 -0.619 0.263  0.39
H6 1.462 -1.549 1.683  0.36
H7 -1.410 2.920 -0.553  0.23
H8 0.290 2.715 0.744  0.35
H9 -2.970 2.185 -0.913  0.28

For the orbital gap (spin up / spin down), the calculation gives 4.8 / 9.4 eV. The HOMO energy (spin up / spin down) is -11.703 / -13.594 eV. As for the net charge: +1. The max |F| is 0.0974 Eh/bohr.

A cluster of 2 separate species, C26H18F4NO in total in a non-equilibrium geometry, computed with ωB97M-V/def2-TZVPD.

Last column: Mulliken charge in e.
Geometry (Å):
F1 -3.390 2.767 -2.576  -0.30
C1 -3.175 1.441 -2.269  0.30
C2 -4.287 0.650 -1.977  -0.66
C3 -4.027 -0.672 -1.617  0.34
F2 -5.101 -1.495 -1.354  -0.33
C4 -2.752 -1.185 -1.498  -0.74
C5 -1.619 -0.337 -1.719  1.12
C6 -0.342 -0.867 -1.433  -0.59
C7 0.924 -0.284 -1.730  0.57
C8 2.002 -1.134 -2.116  -0.65
C9 3.255 -0.595 -2.334  0.38
F3 4.333 -1.444 -2.447  -0.34
C10 3.502 0.779 -2.351  -0.47
C11 2.457 1.590 -1.919  -0.03
F4 2.712 2.928 -1.726  -0.37
C12 1.189 1.106 -1.617  -0.59
C13 -1.870 0.973 -2.234  -0.73
H1 -5.297 1.045 -2.007  0.51
H2 -2.587 -2.228 -1.225  0.52
H3 -0.319 -1.917 -1.121  0.23
H4 1.831 -2.207 -2.201  0.46
H5 4.480 1.185 -2.585  0.48
H6 0.413 1.777 -1.251  0.76
H7 -1.048 1.596 -2.578  0.89
C14 4.606 1.666 1.348  -0.36
C15 4.578 0.291 1.087  -0.62
C16 3.390 -0.421 1.244  -0.51
C17 2.193 0.239 1.569  0.31
C18 0.922 -0.580 1.495  0.81
C19 -0.333 0.072 1.522  -0.50
N1 -1.502 -0.573 1.905  0.47
C20 -1.624 -1.949 1.922  -0.08
C21 -2.844 -2.560 2.126  -0.82
C22 -3.989 -1.795 2.336  -0.23
C23 -3.848 -0.402 2.373  -0.72
C24 -2.623 0.193 2.184  -0.09
O1 1.049 -1.817 1.317  -0.81
C25 2.240 1.608 1.867  -0.13
C26 3.438 2.320 1.751  -0.83
H8 5.537 2.222 1.237  0.42
H9 5.476 -0.236 0.751  0.42
H10 3.376 -1.499 1.072  0.49
H11 -0.394 1.157 1.578  0.01
H12 -0.720 -2.504 1.729  0.61
H13 -2.860 -3.647 2.103  0.43
H14 -4.960 -2.268 2.466  0.43
H15 -4.709 0.242 2.548  0.43
H16 -2.457 1.268 2.206  0.39
H17 1.324 2.107 2.182  0.34
H18 3.452 3.392 1.967  0.39

For the orbital gap, the calculation gives 4.6 eV. The HOMO energy is -10.676 eV. As for the net charge: +1. The max |F| is 0.0337 Eh/bohr.

Please write out number 6 again, unchanged.
A cluster of 2 separate species, C26H18F4NO in total in a non-equilibrium geometry, computed with ωB97M-V/def2-TZVPD.

Last column: Mulliken charge in e.
Geometry (Å):
F1 -3.390 2.767 -2.576  -0.30
C1 -3.175 1.441 -2.269  0.30
C2 -4.287 0.650 -1.977  -0.66
C3 -4.027 -0.672 -1.617  0.34
F2 -5.101 -1.495 -1.354  -0.33
C4 -2.752 -1.185 -1.498  -0.74
C5 -1.619 -0.337 -1.719  1.12
C6 -0.342 -0.867 -1.433  -0.59
C7 0.924 -0.284 -1.730  0.57
C8 2.002 -1.134 -2.116  -0.65
C9 3.255 -0.595 -2.334  0.38
F3 4.333 -1.444 -2.447  -0.34
C10 3.502 0.779 -2.351  -0.47
C11 2.457 1.590 -1.919  -0.03
F4 2.712 2.928 -1.726  -0.37
C12 1.189 1.106 -1.617  -0.59
C13 -1.870 0.973 -2.234  -0.73
H1 -5.297 1.045 -2.007  0.51
H2 -2.587 -2.228 -1.225  0.52
H3 -0.319 -1.917 -1.121  0.23
H4 1.831 -2.207 -2.201  0.46
H5 4.480 1.185 -2.585  0.48
H6 0.413 1.777 -1.251  0.76
H7 -1.048 1.596 -2.578  0.89
C14 4.606 1.666 1.348  -0.36
C15 4.578 0.291 1.087  -0.62
C16 3.390 -0.421 1.244  -0.51
C17 2.193 0.239 1.569  0.31
C18 0.922 -0.580 1.495  0.81
C19 -0.333 0.072 1.522  -0.50
N1 -1.502 -0.573 1.905  0.47
C20 -1.624 -1.949 1.922  -0.08
C21 -2.844 -2.560 2.126  -0.82
C22 -3.989 -1.795 2.336  -0.23
C23 -3.848 -0.402 2.373  -0.72
C24 -2.623 0.193 2.184  -0.09
O1 1.049 -1.817 1.317  -0.81
C25 2.240 1.608 1.867  -0.13
C26 3.438 2.320 1.751  -0.83
H8 5.537 2.222 1.237  0.42
H9 5.476 -0.236 0.751  0.42
H10 3.376 -1.499 1.072  0.49
H11 -0.394 1.157 1.578  0.01
H12 -0.720 -2.504 1.729  0.61
H13 -2.860 -3.647 2.103  0.43
H14 -4.960 -2.268 2.466  0.43
H15 -4.709 0.242 2.548  0.43
H16 -2.457 1.268 2.206  0.39
H17 1.324 2.107 2.182  0.34
H18 3.452 3.392 1.967  0.39

For the orbital gap, the calculation gives 4.6 eV. The HOMO energy is -10.676 eV. As for the net charge: +1. The max |F| is 0.0337 Eh/bohr.